[1]
20
Properties=species:S:1:pos:R:3:forces:R:3 method="wB97M-V/def2-TZVPD" e_above_lowest_kcal_mol=45.59 homo_energy_ev="-13.5 / -13.5" lumo_energy_ev="-4.00 / -4.00" total_charge=+1 spin_multiplicity=1 gap_ev="9.52 / 9.52"
C -1.3091 -0.6498 -1.9697 2.1 -3.1 1.1
C -0.1002 -0.1499 -2.7162 0.5 0.7 -1.2
C -0.5498 1.0670 -0.4958 0.4 -4.9 -3.7
C 1.4415 -0.7361 1.1451 -1.9 2.1 -1.5
C 0.1266 0.7520 2.5037 -0.6 1.1 1.3
N 0.1625 -0.0545 1.3161 -1.1 0.2 -1.1
O -1.5181 0.2488 -0.9268 -1.3 2.2 2.6
S 0.7152 1.0222 -1.6621 0.8 1.6 1.6
H -2.2159 -0.7170 -2.5664 0.1 -0.2 0.2
H -0.9840 -1.7044 -1.4180 -1.3 2.4 -1.6
H 0.6789 -0.8648 -2.9334 -0.2 -0.6 -0.2
H -0.2851 0.4437 -3.6166 -0.4 -0.5 -0.1
H -0.7856 1.6661 0.2859 -0.6 2.3 1.6
H 1.5085 -0.9361 0.0839 0.6 -0.3 -0.2
H 2.0601 0.1075 1.4236 1.4 -0.9 0.2
H 1.3157 -1.6081 1.6977 1.2 -1.6 1.2
H -1.0053 0.8085 2.7309 2.0 0.9 0.2
H 0.6338 0.2414 3.3429 -0.5 0.0 -0.1
H 0.7653 1.7255 2.4279 -1.7 -1.3 -0.2
H -0.6548 -0.6621 1.3473 0.4 -0.2 -0.2



[2]
19
Properties=species:S:1:pos:R:3:forces:R:3 method="wB97M-V/def2-TZVPD" e_above_lowest_kcal_mol=86.31 homo_energy_ev="-7.1 / -7.3" lumo_energy_ev="-0.09 / -0.14" total_charge=0 spin_multiplicity=1 gap_ev="7.01 / 7.18"
C 1.2507 -1.4493 1.1537 0.5 2.9 -1.4
C -1.8046 0.6809 0.2098 -1.4 -2.0 0.1
C -0.0507 0.1310 -1.4673 -0.6 3.2 0.0
C -0.2057 -1.2704 0.7750 -1.5 1.7 1.6
C -0.5059 -0.0584 -0.0892 -1.5 -0.1 1.2
N 1.0460 3.1628 -0.0176 1.5 2.6 0.4
P 1.2308 2.2189 1.1934 -0.3 -0.8 0.3
H 1.5011 -2.1737 1.8203 0.0 -2.9 1.6
H 1.8150 -1.6240 0.2145 0.0 0.2 0.6
H 1.6868 -0.5925 1.7060 -0.3 0.1 -0.8
H -1.6651 1.7128 0.1120 0.0 1.7 -0.1
H -2.6958 0.4189 -0.4168 1.0 0.0 -0.8
H -2.3680 0.4363 1.1256 1.2 0.3 0.6
H -0.8790 0.5618 -2.1044 0.8 -0.6 0.5
H 0.3458 -0.7035 -1.9197 1.0 -2.0 -1.0
H 0.7276 0.9294 -1.4409 -0.3 -0.4 -0.4
H -0.4495 -2.2016 0.3020 -0.8 -0.6 -0.5
H -0.9846 -1.0489 1.6269 2.0 -1.2 -0.9
H 1.5922 4.1122 0.1673 -1.4 -2.2 -0.8



[3]
19
Properties=species:S:1:pos:R:3:forces:R:3 method="wB97M-V/def2-TZVPD" smiles=CCCNCC[S-] e_above_lowest_kcal_mol=13.62 homo_energy_ev=-2.2 lumo_energy_ev=3.42 total_charge=-1 spin_multiplicity=1 gap_ev=5.62
C -2.8773 1.0023 0.8994 0.0 -0.1 -0.2
C -2.1584 -0.2277 1.4542 -0.1 0.1 1.2
C -1.7124 -1.3511 0.5314 0.1 0.4 -0.4
N -0.7530 -0.9503 -0.5008 0.0 0.8 0.3
C 0.5518 -0.4578 0.0567 -1.2 -1.0 -0.4
C 1.5408 -0.2832 -1.0596 0.8 1.5 0.1
S 2.8353 0.9669 -0.6243 0.0 -0.3 0.1
H -2.1604 1.7745 0.6152 -0.2 0.0 -0.1
H -3.5276 0.7845 0.0483 0.2 -0.1 -0.2
H -3.5533 1.4053 1.6546 0.2 0.2 0.1
H -1.2634 0.0691 1.9687 0.7 0.7 0.0
H -2.7025 -0.5537 2.3481 -0.5 -0.7 -0.4
H -1.2123 -2.1084 1.1397 -0.2 -0.2 0.0
H -2.5616 -1.7826 0.0048 -0.2 -0.3 0.1
H -1.1535 -0.1327 -0.9648 0.0 -0.3 -0.3
H 0.8537 -1.2770 0.6999 0.4 0.0 0.5
H 0.4376 0.4476 0.6542 0.1 0.1 -0.1
H 2.0058 -1.2242 -1.3115 0.0 -0.4 -0.2
H 1.0564 0.1330 -1.9449 -0.3 -0.3 0.0



[4]
19
Properties=species:S:1:pos:R:3:forces:R:3 method="wB97M-V/def2-TZVPD" e_above_lowest_kcal_mol=87.98 homo_energy_ev="-12.0 / -13.9" lumo_energy_ev="-6.89 / -3.86" total_charge=+1 spin_multiplicity=1 gap_ev="5.10 / 10.05"
C 1.7968 -0.9738 1.2872 0.3 0.7 0.4
C 1.4911 -2.2841 0.7903 -0.4 -0.6 -0.7
C 0.5441 -0.0517 1.4864 0.0 0.3 -0.1
C -0.5240 1.1956 -2.2100 0.3 0.2 -0.7
C -2.0725 0.8643 -0.3520 -0.7 -0.4 0.3
N -0.7048 0.8543 -0.8196 0.8 0.4 0.8
S 0.5363 1.2485 0.2155 -0.4 -0.6 -0.4
H 2.2096 -1.0870 2.2993 0.0 0.2 0.0
H 2.5613 -0.4621 0.6971 0.0 -0.1 0.1
H 2.0320 -2.7294 -0.0273 0.1 -0.1 -0.1
H 0.6593 -2.8357 1.2002 0.0 -0.1 0.1
H -0.3797 -0.6222 1.4387 -0.1 0.1 0.0
H 0.6000 0.4680 2.4393 -0.1 0.0 0.0
H 0.5353 1.2214 -2.4537 0.0 0.0 0.0
H -1.0132 0.4348 -2.8229 0.0 0.0 0.1
H -0.9668 2.1658 -2.4511 -0.1 0.0 0.1
H -2.2162 0.1489 0.4556 0.0 0.0 0.0
H -2.3634 1.8549 0.0057 0.1 0.0 -0.1
H -2.7253 0.5895 -1.1786 0.1 -0.1 0.0



[5]
19
Properties=species:S:1:pos:R:3:forces:R:3 method="wB97M-V/def2-TZVPD" e_above_lowest_kcal_mol=117.42 homo_energy_ev="-13.4 / -13.2" lumo_energy_ev="-5.25 / -5.53" total_charge=+1 spin_multiplicity=1 gap_ev="8.16 / 7.64"
C 1.4246 1.7505 1.9032 -2.7 2.1 -0.5
C -0.2069 0.4259 -0.8170 0.9 1.1 -0.7
C -0.5838 -1.5251 0.3989 2.5 -4.1 -1.3
C 1.3174 -1.3008 -1.3966 1.7 2.3 1.2
C -2.7284 0.9796 -1.1594 1.8 -0.8 1.5
N 0.1807 -0.7649 -0.6146 -1.5 0.9 -0.1
S -1.4424 1.5058 -0.2828 -0.3 -0.5 -0.9
H 1.7094 1.9066 2.9339 0.2 -0.6 0.2
H 2.2354 1.9017 1.2099 0.2 0.3 -0.1
H -0.5958 -0.9674 1.2561 -0.7 1.4 2.1
H -1.4915 -1.9636 0.0365 -0.8 0.5 -0.3
H -0.0066 -2.4708 0.6551 -0.3 1.2 -0.3
H 1.6151 -0.6274 -2.2400 -0.4 -0.3 1.2
H 2.1509 -1.5053 -0.6926 -0.3 0.5 -0.4
H 1.1012 -2.2100 -1.7886 -1.2 -2.8 -1.2
H -2.6134 -0.0663 -1.3557 -0.6 -0.3 -0.7
H 0.5638 2.5632 1.7666 2.0 -1.4 -0.1
H -3.5504 1.5513 -1.4723 -0.8 0.9 -0.2
H 0.9208 0.8169 1.6594 0.3 -0.3 0.6



[6]
18
Properties=species:S:1:pos:R:3:forces:R:3 method="wB97M-V/def2-TZVPD" smiles="C=CCCC.O" e_above_lowest_kcal_mol=32.68 homo_energy_ev=-9.9 lumo_energy_ev=1.00 total_charge=0 spin_multiplicity=1 gap_ev=10.95
C -0.9193 -2.2221 -1.0892 0.0 0.1 0.5
C -0.2506 -1.4112 -0.2807 0.5 1.5 -0.5
C 0.8064 -0.4631 -0.8740 -0.5 -1.2 -0.5
C 0.2758 0.9491 -1.1017 -0.3 0.5 -0.5
C 0.6439 1.9740 -0.0460 -0.7 1.1 0.9
H -0.6337 -2.2401 -2.1336 -0.1 -0.3 0.0
H -1.7574 -2.8245 -0.7656 0.0 0.0 0.0
H -0.5264 -1.1605 0.7369 -0.2 -0.7 0.2
H 1.7512 -0.4627 -0.3294 -0.1 0.1 0.3
H 1.0233 -0.9478 -1.8314 0.2 0.4 -0.1
H -0.8054 0.9496 -1.2773 0.0 -0.3 0.5
H 0.5939 1.3223 -2.0805 0.5 0.0 0.1
H 1.6104 2.4549 -0.1754 0.2 -0.3 -0.1
H -0.0689 2.8077 0.0000 0.0 0.0 -0.6
H 0.5767 1.6680 1.0078 0.6 -0.4 -0.6
O -0.5537 0.6395 2.7969 0.0 0.2 0.0
H -0.8229 -0.2795 2.8591 0.0 -0.1 -0.1
H -0.3195 0.8167 1.8730 -0.3 -0.4 0.5



[7]
18
Properties=species:S:1:pos:R:3:forces:R:3 method="wB97M-V/def2-TZVPD" smiles="CC=O.CCC" e_above_lowest_kcal_mol=21.66 homo_energy_ev=-9.9 lumo_energy_ev=0.93 total_charge=0 spin_multiplicity=1 gap_ev=10.88
C -2.8186 2.0696 0.2273 0.7 0.0 1.3
C -1.3265 1.8588 0.0520 -0.7 0.5 -1.8
O -0.4395 2.5788 0.4122 0.0 -0.2 0.6
H -3.0285 2.6873 1.1063 0.0 -0.2 -0.1
H -3.2107 2.5983 -0.6324 0.0 -0.1 -0.4
H -3.2591 1.0764 0.3253 -0.3 0.2 -0.1
H -1.1484 1.0675 -0.7163 0.4 -0.2 0.5
C 1.3047 -1.3410 1.2259 0.6 -0.2 -0.2
C 1.1643 -1.8331 -0.2179 -0.7 0.1 0.4
C 1.6515 -0.7947 -1.2178 0.2 0.1 -0.9
H 0.6496 -0.4782 1.3492 0.2 0.1 0.2
H 1.0423 -2.0783 1.9825 -0.2 -0.2 -0.1
H 2.3485 -1.0707 1.4232 -0.2 0.3 0.1
H 1.6356 -2.7988 -0.3895 0.1 0.0 0.1
H 0.0865 -1.9903 -0.3509 0.1 -0.1 -0.3
H 1.0545 -0.7848 -2.1323 -0.4 0.1 0.1
H 2.6442 -0.9802 -1.6421 0.2 -0.1 0.6
H 1.6497 0.2133 -0.8045 -0.1 0.0 0.0



[8]
18
Properties=species:S:1:pos:R:3:forces:R:3 method="wB97M-V/def2-TZVPD" e_above_lowest_kcal_mol=69.55 homo_energy_ev=-9.6 lumo_energy_ev=1.11 total_charge=0 spin_multiplicity=1 gap_ev=10.74
C -0.1666 2.2444 -1.3771 -0.1 0.1 -0.1
C 0.7585 1.5290 -0.3994 -0.1 -0.1 0.0
C 0.0327 0.3634 0.2430 -0.4 0.0 -0.4
O 0.9097 -0.4270 1.0020 0.0 0.1 0.1
C 0.2434 -1.5894 1.2635 -0.9 -0.7 -1.3
C -0.6544 -2.2102 -0.3170 0.7 -0.8 1.3
H 0.3323 3.0932 -1.8531 -0.1 -0.1 0.0
H -1.0596 2.6232 -0.8644 0.1 0.0 -0.1
H -0.4998 1.5564 -2.1623 0.0 0.1 0.1
H 1.1217 2.2409 0.3575 -0.1 -0.3 -0.1
H 1.6465 1.1464 -0.9172 -0.1 0.0 0.0
H -0.8265 0.6911 0.8593 0.2 0.2 0.0
H -0.3997 -0.4588 -0.4110 0.4 2.4 -0.2
H -0.5941 -1.4491 1.9658 0.1 -0.1 -0.2
H 0.9883 -2.2892 1.6972 -0.7 -0.1 -0.8
H -1.4390 -2.7738 0.1648 0.0 -0.7 0.1
H 0.0968 -2.8328 -0.7856 0.0 -0.5 0.2
H -1.1989 -1.7832 -1.2157 0.8 0.6 1.4